# 1
The following is a DFT calculation (the ωB97M-V functional and the def2-TZVPD basis) of a cluster of 2 separate species, C4H5IN2 in total in a non-equilibrium geometry.

XYZ file:
```
12
C4H5IN2 | the OMol25 dataset | the ωB97M-V functional and the def2-TZVPD basis
C -0.46 0.29 1.16
C 2.03 -1.38 1.56
C 0.28 0.73 -1.20
C 0.17 0.99 0.22
N -0.87 -0.37 2.11
N 2.07 -0.81 0.57
I 1.43 2.54 1.06
H 1.54 -1.78 2.50
H 1.31 0.62 -1.56
H -0.33 -0.10 -1.48
H -0.10 1.53 -1.72
H -1.87 -0.28 2.30
```

Values from the calculation:
Highest occupied orbital energy (alpha / beta)   -5.75 / -9.15 eV
Spin multiplicity   3
Net charge   0
Lowest unoccupied orbital energy (alpha / beta)   0.84 / -2.43 eV
⟨S²⟩   2.0135
Kohn-Sham gap (alpha / beta)   6.59 / 6.72 eV
Energy relative to the best compared isomer or geometry (same formula, charge and spin)   0.3430 eV
Maximum force   2.58 eV/A

# 2
The following is a DFT calculation (the ωB97M-V functional and the def2-TZVPD basis) of a structure of composition C52H38CdN4O4P2S4 in a non-equilibrium geometry.

XYZ file:
```
105
C52H38CdN4O4P2S4 | the OMol25 dataset | the ωB97M-V functional and the def2-TZVPD basis
Cd -0.35 -1.30 0.93
O 2.31 -1.64 4.17
S 2.01 -0.99 2.89
C 2.05 0.79 3.33
C 3.19 1.41 3.80
C 3.11 2.67 4.37
C 1.88 3.30 4.49
C 0.74 2.69 4.00
C 0.81 1.43 3.41
P -0.66 0.55 2.79
C -1.82 1.92 2.42
C -3.12 1.93 2.90
C -3.98 2.95 2.54
C -3.55 3.96 1.69
C -2.26 3.94 1.19
C -1.39 2.93 1.56
C -1.39 -0.18 4.28
C -0.94 0.08 5.57
C -1.61 -0.46 6.65
C -2.73 -1.25 6.45
C -3.16 -1.54 5.17
C -2.49 -1.01 4.08
C 3.57 -1.02 1.96
C 4.75 -1.09 2.67
C 5.96 -1.00 2.00
C 5.98 -0.89 0.62
C 4.79 -0.91 -0.10
C 3.57 -0.97 0.57
P 2.03 -1.26 -0.37
C 2.40 -2.98 -0.87
C 1.90 -4.01 -0.08
C 2.05 -5.33 -0.47
C 2.71 -5.63 -1.65
C 3.26 -4.62 -2.41
C 3.12 -3.30 -2.02
C 2.24 -0.32 -1.92
C 1.69 -0.81 -3.10
C 1.72 -0.04 -4.26
C 2.27 1.23 -4.24
C 2.79 1.73 -3.06
C 2.77 0.97 -1.90
H 4.14 0.91 3.74
H 4.00 3.14 4.74
H 1.81 4.26 4.97
H -0.22 3.18 4.08
H -3.47 1.15 3.56
H -4.99 2.97 2.92
H -4.22 4.75 1.41
H -1.92 4.72 0.52
H -0.38 2.92 1.19
H -0.07 0.70 5.73
H -1.27 -0.26 7.65
H -3.26 -1.65 7.30
H -4.02 -2.17 5.01
H -2.81 -1.24 3.07
H 4.70 -1.24 3.74
H 6.89 -1.03 2.55
H 6.92 -0.81 0.09
H 4.80 -0.88 -1.18
H 1.40 -3.77 0.85
H 1.63 -6.12 0.14
H 2.80 -6.66 -1.97
H 3.79 -4.85 -3.32
H 3.57 -2.52 -2.63
H 1.26 -1.80 -3.12
H 1.30 -0.44 -5.17
H 2.27 1.84 -5.13
H 3.20 2.73 -3.04
H 3.18 1.37 -0.98
S -1.04 -3.47 2.22
C -1.34 -3.83 0.60
N -1.14 -2.93 -0.33
C -1.41 -3.39 -1.58
C -1.28 -2.67 -2.76
C -1.56 -3.29 -3.96
C -2.01 -4.61 -3.99
C -2.18 -5.33 -2.82
C -1.86 -4.73 -1.62
S -1.93 -5.37 0.00
H -0.96 -1.64 -2.71
H -1.44 -2.75 -4.89
H -2.24 -5.08 -4.94
H -2.55 -6.34 -2.85
O 0.12 5.01 -4.65
S -1.05 5.85 -4.90
O -1.18 6.31 -6.27
O -1.34 6.83 -3.86
C -2.46 4.70 -4.59
N -3.62 4.76 -5.21
C -4.56 3.93 -4.79
C -4.32 2.93 -3.86
C -3.05 2.94 -3.28
N -2.17 3.88 -3.60
C -2.56 1.98 -2.29
C -3.37 1.07 -1.59
C -2.77 0.22 -0.69
N -1.47 0.23 -0.41
C -0.71 1.12 -1.05
C -1.19 1.99 -2.00
H -5.54 4.04 -5.26
H -5.06 2.19 -3.62
H -4.43 1.03 -1.75
H -3.37 -0.52 -0.16
H 0.34 1.13 -0.78
H -0.57 2.70 -2.52
```

Values from the calculation:
Highest occupied orbital energy   -7.31 eV
Net charge   0
Lowest unoccupied orbital energy   -0.71 eV
Kohn-Sham gap   6.60 eV
Energy relative to the best compared isomer or geometry (same formula, charge and spin)   0.6137 eV
Maximum force   1.61 eV/A

# 3
The following is a DFT calculation (the ωB97M-V functional and the def2-TZVPD basis) of a cluster of 15 separate species, C6H40O15 in total in a non-equilibrium geometry.

XYZ file:
```
61
C6H40O15 | the OMol25 dataset | the ωB97M-V functional and the def2-TZVPD basis
O -0.72 -5.21 -1.77
C 0.10 -4.37 -1.51
C 1.24 -4.29 -0.59
C 1.15 -3.22 0.58
C -0.01 -3.01 1.40
C 0.46 -2.14 2.58
C -0.74 -4.29 1.79
H -0.09 -3.31 -2.15
H 2.13 -4.04 -1.22
H 1.44 -5.42 -0.18
H 2.12 -3.26 1.17
H 1.38 -2.33 -0.04
H -0.83 -2.54 0.89
H 1.39 -1.64 2.36
H 0.49 -2.59 3.65
H -0.37 -1.33 2.74
H -1.51 -3.85 2.45
H -1.41 -4.91 1.09
H -0.14 -5.08 2.04
H 0.41 1.99 3.10
H -0.05 1.49 4.53
O -0.03 1.15 3.60
H 2.68 -0.55 -0.83
H 2.00 0.06 0.35
O 2.26 -0.76 0.01
H 2.73 3.66 -0.85
H 2.16 4.82 -1.28
O 2.55 4.48 -0.50
H -2.05 0.68 0.81
H -3.19 -0.34 0.72
O -2.94 0.65 0.97
H -2.21 3.73 -0.13
H -1.33 4.89 -0.18
O -1.77 4.34 -0.85
H -3.88 1.69 -0.03
H -4.37 2.94 -0.74
O -4.60 2.04 -0.58
H 0.68 0.61 0.52
H -0.04 1.99 0.61
O -0.13 1.01 0.17
H 0.95 4.24 0.65
H 1.47 4.21 2.08
O 1.12 3.74 1.42
H 1.57 -0.15 -2.55
H 2.73 -0.72 -3.37
O 2.50 -0.13 -2.57
H -0.07 0.41 -1.81
H -1.56 0.43 -1.95
O -0.73 0.13 -2.49
H 2.46 1.47 -2.54
H 2.85 2.64 -3.75
O 2.16 2.34 -3.14
H -3.45 -1.95 -3.87
H -2.67 -2.07 -2.62
O -2.77 -2.44 -3.47
H 3.73 1.26 1.93
H 2.49 0.64 2.58
O 2.80 1.38 2.01
H -1.27 2.77 3.31
H -2.42 2.07 2.52
O -1.98 2.93 2.76
```

Values from the calculation:
Highest occupied orbital energy   -9.29 eV
Net charge   0
Lowest unoccupied orbital energy   -0.30 eV
Kohn-Sham gap   8.99 eV
Energy relative to the best compared isomer or geometry (same formula, charge and spin)   7.1240 eV
Maximum force   6.29 eV/A

# 4
The following is a DFT calculation (the ωB97M-V functional and the def2-TZVPD basis) of a cluster of 10 separate species, C6H31BF4NO9 in total in a non-equilibrium geometry.

XYZ file:
```
52
C6H31BF4NO9 | the OMol25 dataset | the ωB97M-V functional and the def2-TZVPD basis
B 1.58 0.30 0.75
F 2.44 0.69 1.73
F 0.55 -0.52 1.25
F 1.08 1.44 0.24
F 2.18 -0.44 -0.20
C -0.52 -3.81 -1.32
C -1.40 -2.52 -1.35
O -2.76 -2.97 -1.55
H -0.69 -4.64 -2.01
H -0.31 -4.10 -0.29
H 0.49 -3.50 -1.58
H -1.10 -1.91 -2.20
H -1.40 -1.91 -0.44
H -3.08 -3.55 -0.85
O -1.22 -0.19 3.38
H -0.85 0.07 2.53
H -0.71 0.30 4.02
O 0.80 2.85 2.55
H 0.99 2.11 1.98
H 1.58 2.94 3.10
O 1.34 0.19 -2.84
H 2.14 0.57 -3.19
H 1.57 -0.09 -1.95
O 3.46 -0.66 4.06
H 3.61 -1.51 4.46
H 2.63 -0.75 3.60
O 3.32 3.36 -0.07
H 3.33 3.50 0.88
H 3.22 2.41 -0.18
O 4.85 -0.49 0.58
H 3.89 -0.51 0.66
H 5.11 0.31 1.03
O 1.44 -3.04 1.80
H 0.73 -3.04 2.44
H 1.41 -2.17 1.39
C -2.45 1.98 -3.13
C -1.83 2.24 -1.76
C -2.15 1.13 -0.69
O -3.52 1.08 -0.37
C -3.89 -0.13 0.30
N -0.37 2.39 -1.97
H -3.50 1.70 -3.04
H -1.97 1.14 -3.62
H -2.48 2.92 -3.69
H -2.16 3.18 -1.31
H -1.49 1.26 0.17
H -1.95 0.17 -1.18
H -3.70 -0.98 -0.36
H -4.90 -0.19 0.71
H -3.31 -0.35 1.19
H 0.05 2.13 -1.09
H -0.07 1.62 -2.56
```

Values from the calculation:
Highest occupied orbital energy (alpha / beta)   -10.53 / -10.53 eV
Spin multiplicity   2
Net charge   0
Lowest unoccupied orbital energy (alpha / beta)   0.06 / -5.67 eV
⟨S²⟩   0.7547
Kohn-Sham gap (alpha / beta)   10.59 / 4.86 eV
Maximum force   4.94 eV/A

# 5
The following is a DFT calculation (the ωB97M-V functional and the def2-TZVPD basis) of a cluster of 2 separate species, C9H14 in total in a non-equilibrium geometry.

XYZ file:
```
23
C9H14 | the OMol25 dataset | the ωB97M-V functional and the def2-TZVPD basis
C 2.96 -1.03 -0.42
C 1.63 -1.13 0.26
C 1.57 -0.94 1.63
C 0.32 -0.95 2.23
C -0.85 -1.13 1.51
C -0.78 -1.33 0.12
C 0.47 -1.32 -0.50
H 2.98 -0.10 -1.02
H 3.23 -1.88 -1.04
H 3.83 -0.84 0.22
H 2.50 -0.80 2.16
H 0.26 -0.87 3.31
H -1.76 -1.11 2.09
H -1.65 -1.55 -0.47
H 0.50 -1.40 -1.58
C -2.42 2.17 -0.48
C -1.43 1.88 -1.63
H -3.40 1.78 -0.73
H -2.04 1.76 0.46
H -2.52 3.25 -0.36
H -1.07 2.80 -2.11
H -1.88 1.27 -2.40
H -0.48 1.51 -1.25
```

Values from the calculation:
Highest occupied orbital energy   -9.05 eV
Net charge   0
Lowest unoccupied orbital energy   1.04 eV
Kohn-Sham gap   10.09 eV
Energy relative to the best compared isomer or geometry (same formula, charge and spin)   0.4238 eV
Maximum force   1.26 eV/A

# 6
The following is a DFT calculation (the ωB97M-V functional and the def2-TZVPD basis) of the molecule C3H7N3 in a non-equilibrium geometry.

XYZ file:
```
13
C3H7N3 | the OMol25 dataset | the ωB97M-V functional and the def2-TZVPD basis
N -2.65 -0.07 -0.70
C -1.46 -0.21 -0.37
C -0.36 0.29 0.23
N 0.03 1.63 0.31
C 0.63 -0.82 0.23
N 1.97 -0.52 -0.09
H -3.12 -0.83 -1.19
H -0.71 2.27 0.09
H 0.50 1.87 1.18
H 0.56 -1.48 1.10
H -0.15 -1.47 -0.56
H 2.66 -0.81 0.59
H 2.10 0.15 -0.83
```

Values from the calculation:
Highest occupied orbital energy (alpha / beta)   -6.55 / -6.55 eV
Net charge   0
Lowest unoccupied orbital energy (alpha / beta)   0.02 / 0.02 eV
Kohn-Sham gap (alpha / beta)   6.57 / 6.57 eV
Energy relative to the best compared isomer or geometry (same formula, charge and spin)   4.4263 eV
Maximum force   4.27 eV/A

# 7
The following is a DFT calculation (the ωB97M-V functional and the def2-TZVPD basis) of the molecule C8H14 in a non-equilibrium geometry.

XYZ file:
```
22
C8H14 | the OMol25 dataset | the ωB97M-V functional and the def2-TZVPD basis
C -2.45 -3.58 0.65
C -1.91 -2.41 0.97
C -1.56 -1.39 -0.04
C -0.50 -0.60 0.11
C -0.15 0.60 -0.71
C 1.32 1.06 -0.66
C 1.44 2.41 0.06
C 2.86 2.99 -0.18
H -2.95 -3.58 -0.32
H -2.47 -4.51 1.18
H -1.36 -2.22 1.89
H -2.19 -1.28 -0.92
H 0.16 -0.70 0.97
H -0.32 0.33 -1.77
H -0.88 1.40 -0.65
H 1.69 1.13 -1.68
H 2.00 0.36 -0.16
H 0.76 3.11 -0.38
H 1.36 2.25 1.13
H 3.44 2.33 -0.82
H 3.44 3.22 0.72
H 2.82 3.94 -0.72
```

Values from the calculation:
Highest occupied orbital energy   -8.52 eV
Net charge   0
Lowest unoccupied orbital energy   1.19 eV
Kohn-Sham gap   9.71 eV
Energy relative to the best compared isomer or geometry (same formula, charge and spin)   1.8785 eV
Maximum force   2.38 eV/A

# 8
The following is a DFT calculation (the ωB97M-V functional and the def2-TZVPD basis) of a structure of composition C10H16N2 in a non-equilibrium geometry.

XYZ file:
```
28
C10H16N2 | the OMol25 dataset | the ωB97M-V functional and the def2-TZVPD basis
C -0.65 -1.75 -0.13
C -0.97 -0.99 -1.42
C -1.53 -1.97 -2.46
C -2.03 0.09 -1.12
C 0.24 -0.31 -2.02
C 1.48 -0.31 -1.54
C 1.83 2.71 4.01
C 1.43 2.45 2.61
C 1.18 0.96 2.38
C 0.79 0.70 1.01
H -1.55 -2.23 0.25
H -0.27 -1.10 0.65
H 0.10 -2.52 -0.31
H -1.79 -1.45 -3.39
H -2.45 -2.46 -2.10
H -0.79 -2.75 -2.69
H -1.69 0.81 -0.38
H -2.29 0.64 -2.03
H -2.95 -0.37 -0.74
H 0.04 0.24 -2.93
H 1.79 -0.84 -0.65
H 2.28 0.23 -2.04
H 0.53 3.03 2.40
H 2.21 2.80 1.98
H 2.08 0.37 2.60
H 0.39 0.60 3.05
N 2.14 2.90 5.11
N 0.46 0.53 -0.10
```

Values from the calculation:
Highest occupied orbital energy   -7.41 eV
Net charge   0
Lowest unoccupied orbital energy   0.41 eV
Kohn-Sham gap   7.82 eV
Energy relative to the best compared isomer or geometry (same formula, charge and spin)   4.0005 eV
Maximum force   9.10 eV/A